DFT (wB97M-V/def2-TZVPD) results for a structure of composition C33H40MgN12O3S2.

```
91
Properties=species:S:1:pos:R:3:forces:R:3
Mg 1.411 -0.852 0.025 -0.01 0.37 0.05
N 0.476 0.358 2.293 -0.02 -0.03 0.09
N -0.506 0.368 3.304 -0.01 0.06 -0.11
C -0.879 -0.753 3.985 -0.02 -0.01 0.00
N -1.751 -0.522 4.975 0.05 -0.02 0.01
S -0.368 -2.313 3.661 0.04 0.02 -0.14
H 1.388 0.547 2.702 -0.03 -0.01 0.02
H 0.252 1.125 1.665 0.02 0.01 0.01
H -0.668 1.258 3.757 0.02 -0.04 -0.02
H -2.099 0.394 5.205 -0.01 0.01 -0.02
H -2.038 -1.299 5.545 0.01 0.01 -0.01
O 1.786 -2.321 1.356 0.00 -0.15 0.29
C 2.030 -3.699 1.016 -0.06 -0.02 -0.02
C 3.497 -3.897 0.700 0.02 -0.04 -0.01
C 4.060 -2.850 -0.271 -0.01 0.02 0.03
C 3.320 -2.768 -1.575 0.02 0.00 0.01
C 3.747 -3.509 -2.671 0.01 -0.02 0.00
C 3.059 -3.437 -3.867 -0.01 0.01 0.00
C 1.946 -2.612 -3.944 0.01 -0.01 0.01
C 1.582 -1.910 -2.816 -0.06 0.04 0.00
N 2.236 -1.972 -1.645 0.09 -0.04 -0.09
H 1.134 -2.283 2.099 0.01 0.06 0.02
H 1.404 -3.968 0.160 0.01 0.00 0.00
H 1.727 -4.324 1.856 0.02 -0.01 -0.02
H 3.617 -4.901 0.288 0.03 0.00 0.00
H 4.082 -3.858 1.621 -0.01 0.00 0.02
H 5.104 -3.088 -0.476 0.00 -0.01 0.00
H 4.036 -1.870 0.203 0.01 0.00 -0.01
H 4.624 -4.133 -2.574 0.00 -0.01 0.00
H 3.385 -4.008 -4.726 0.00 -0.01 -0.01
H 1.371 -2.517 -4.853 -0.01 0.01 -0.01
H 0.710 -1.269 -2.838 -0.01 0.02 -0.01
C -3.738 -2.642 1.239 -0.02 -0.03 -0.01
N -2.553 -2.344 0.440 0.02 -0.15 -0.06
C -1.648 -1.392 0.603 0.14 0.15 0.16
N -0.606 -1.604 -0.194 -0.13 -0.13 -0.13
C -0.961 -2.756 -0.840 -0.03 -0.03 -0.05
N -2.123 -3.231 -0.485 -0.04 -0.01 0.03
C -4.740 -1.518 1.363 0.00 -0.03 0.06
C -5.808 -1.724 2.234 0.00 0.05 0.01
C -6.778 -0.749 2.404 0.02 0.01 -0.02
C -6.685 0.453 1.721 0.01 -0.03 0.00
C -5.620 0.663 0.855 -0.03 0.06 -0.01
C -4.654 -0.325 0.668 0.00 -0.01 -0.02
C -5.517 1.939 0.148 -0.02 -0.13 0.07
N -6.330 2.933 0.171 0.05 0.08 -0.07
N -5.778 3.909 -0.652 -0.05 -0.09 0.09
C -4.677 3.423 -1.100 0.10 0.06 -0.11
O -4.432 2.167 -0.638 -0.06 0.06 0.01
C -3.706 4.036 -2.003 -0.08 0.05 0.04
C -3.939 5.311 -2.513 0.04 0.00 -0.04
C -3.013 5.880 -3.369 -0.01 -0.04 0.03
C -1.857 5.189 -3.714 -0.03 0.01 0.04
C -1.627 3.918 -3.206 0.01 0.04 -0.04
C -0.398 3.149 -3.621 0.07 0.00 0.01
N 0.243 2.478 -2.488 0.04 0.15 0.06
C 0.073 1.242 -2.045 -0.13 -0.18 0.08
N 0.784 1.049 -0.936 0.15 0.01 -0.05
C 1.372 2.269 -0.753 -0.01 0.03 -0.03
N 1.063 3.155 -1.660 -0.04 0.00 -0.05
C -2.556 3.345 -2.352 0.01 -0.06 -0.01
H -3.391 -2.941 2.230 -0.02 -0.02 -0.01
H -4.183 -3.518 0.768 -0.01 0.04 -0.01
H -1.763 -0.588 1.309 0.00 0.04 0.00
H -0.351 -3.245 -1.582 0.01 0.00 -0.01
H -5.886 -2.658 2.777 0.00 -0.02 0.01
H -7.607 -0.926 3.074 -0.01 0.00 0.01
H -7.428 1.229 1.846 -0.01 0.01 0.01
H -3.856 -0.147 -0.041 0.00 0.00 0.00
H -4.841 5.838 -2.233 -0.01 0.01 0.00
H -3.187 6.869 -3.769 0.00 0.01 0.00
H -1.134 5.646 -4.378 0.01 0.00 -0.01
H 0.352 3.810 -4.051 -0.02 -0.01 -0.02
H -0.634 2.377 -4.355 -0.01 0.00 0.02
H -0.580 0.532 -2.524 0.02 -0.05 0.00
H 2.028 2.505 0.067 0.01 -0.02 -0.01
H -2.401 2.352 -1.948 0.01 0.00 -0.01
O 3.060 0.179 0.692 -0.09 -0.04 -0.04
S 3.888 1.120 1.558 -0.05 0.00 -0.04
C 5.170 1.814 0.477 0.01 -0.02 -0.01
C 6.421 0.960 0.654 0.00 0.01 0.01
C 6.460 0.605 2.138 0.01 -0.01 0.02
C 5.065 0.085 2.474 0.04 -0.01 0.00
H 5.323 2.841 0.812 0.02 0.00 0.01
H 4.746 1.828 -0.526 0.00 0.02 0.00
H 7.308 1.506 0.337 0.00 0.00 -0.01
H 6.350 0.056 0.047 -0.01 -0.01 0.00
H 6.690 1.491 2.733 0.00 0.00 0.00
H 7.211 -0.147 2.373 0.00 0.00 -0.02
H 4.805 0.106 3.530 0.02 0.01 0.02
H 4.901 -0.920 2.081 -0.03 -0.01 0.01
```
Positions in Å, forces in eV/Å.

* relative energy (zero: lowest compared OMol25 entry of this formula, charge and spin): 3.3 kcal/mol
* largest force on an atom: 0.38 eV Å⁻¹
* frontier orbital gap: 8.10 eV
* highest occupied orbital energy: -12.6 eV
* total charge: +2

---

DFT (wB97M-V/def2-TZVPD) results for a structure of composition C33H40N3O4Os.

```
81
Properties=species:S:1:pos:R:3:forces:R:3
Os -0.242 -0.284 0.914 0.01 -0.27 0.00
C 0.025 4.693 -2.731 -0.13 -0.20 0.04
C -0.759 3.440 -2.297 -0.03 0.22 0.04
C -1.690 2.988 -3.432 -0.04 -0.04 0.05
C -1.551 3.696 -1.025 0.12 0.01 0.16
C -2.592 4.590 -1.106 -0.02 0.12 0.01
C -3.455 4.795 -0.039 -0.02 -0.03 0.05
C -3.311 4.059 1.141 -0.09 0.16 -0.06
C -2.322 3.124 1.302 0.03 -0.06 -0.03
C -2.336 2.365 2.616 0.15 -0.21 -0.07
C -1.000 2.266 3.360 -0.08 0.08 -0.09
C -3.062 1.028 2.396 0.01 0.12 0.11
C -1.367 2.953 0.225 -0.13 -0.13 -0.43
N -0.365 2.051 0.309 -0.05 -0.19 0.95
C 0.933 2.430 -0.035 0.05 0.05 -0.22
O 1.384 3.542 0.073 -0.13 0.12 -0.05
C 1.766 1.292 -0.538 -0.14 -0.02 0.03
C 3.014 1.421 -1.098 0.16 0.04 -0.12
C 3.620 0.280 -1.624 -0.05 -0.05 0.02
C 2.951 -0.939 -1.610 0.20 0.02 -0.14
C 1.713 -0.993 -1.011 -0.22 0.06 0.06
N 1.165 0.103 -0.479 0.23 -0.09 -0.08
C 0.804 -2.195 -0.951 -0.24 0.01 0.06
O 0.996 -3.153 -1.657 0.04 -0.19 -0.08
N -0.254 -1.982 -0.099 -0.12 0.17 0.28
C -1.432 -2.813 -0.122 -0.12 -0.01 -0.09
C -1.467 -4.086 0.460 0.21 0.01 0.03
C -2.688 -4.762 0.446 -0.04 -0.12 0.05
C -3.820 -4.231 -0.130 -0.05 0.02 0.01
C -3.765 -2.977 -0.717 -0.08 -0.04 -0.03
C -2.588 -2.250 -0.717 0.23 0.12 0.02
C -2.562 -0.889 -1.408 -0.14 -0.27 -0.10
C -2.063 -1.026 -2.851 0.03 0.06 0.01
C -3.905 -0.159 -1.371 0.03 0.04 0.02
C -0.314 -4.889 1.070 0.07 0.05 -0.19
C 0.156 -5.956 0.064 -0.01 0.04 0.09
C 0.891 -4.134 1.628 -0.06 -0.03 -0.02
H 0.529 4.502 -3.681 -0.02 0.00 0.07
H 0.767 4.977 -1.989 0.05 0.03 0.09
H -0.654 5.535 -2.877 0.04 -0.02 -0.02
H -0.062 2.625 -2.133 0.17 -0.12 0.05
H -2.388 3.779 -3.712 0.03 -0.05 0.00
H -2.268 2.104 -3.154 0.02 0.10 0.00
H -1.094 2.745 -4.312 -0.02 -0.01 0.01
H -2.755 5.132 -2.029 0.01 -0.02 0.06
H -4.262 5.511 -0.129 0.02 -0.01 0.02
H -3.998 4.234 1.961 0.03 0.01 -0.07
H -2.980 2.949 3.274 -0.07 0.08 -0.03
H -0.314 1.540 2.938 0.14 -0.18 -0.15
H -1.175 1.973 4.396 -0.03 0.01 -0.02
H -0.477 3.224 3.358 -0.07 0.01 0.04
H -2.546 0.393 1.674 0.06 -0.12 -0.11
H -4.061 1.199 1.989 0.01 0.03 0.07
H -3.150 0.466 3.325 0.05 -0.02 -0.01
H 3.482 2.396 -1.121 0.01 -0.04 -0.01
H 4.610 0.346 -2.056 -0.03 0.01 -0.02
H 3.364 -1.840 -2.046 -0.01 0.05 0.04
H -2.738 -5.741 0.914 0.02 0.06 -0.05
H -4.751 -4.785 -0.117 0.04 0.01 -0.01
H -4.653 -2.564 -1.181 0.05 -0.04 0.06
H -1.855 -0.243 -0.881 0.16 0.15 0.11
H -2.759 -1.646 -3.420 0.03 0.03 0.00
H -1.083 -1.506 -2.902 -0.02 0.00 0.02
H -1.998 -0.047 -3.338 -0.01 -0.16 0.05
H -4.609 -0.588 -2.089 0.01 0.03 0.06
H -3.766 0.892 -1.642 -0.02 -0.06 -0.01
H -4.358 -0.200 -0.378 0.02 0.01 -0.06
H -0.761 -5.420 1.912 -0.07 0.01 0.04
H 0.606 -5.477 -0.805 0.00 -0.01 -0.02
H -0.677 -6.573 -0.278 0.05 0.02 0.02
H 0.899 -6.610 0.529 -0.07 0.07 -0.04
H 1.594 -3.849 0.845 -0.02 0.04 0.02
H 1.431 -4.789 2.315 0.00 0.00 -0.04
H 0.591 -3.247 2.180 0.01 -0.01 0.01
C 0.563 -1.581 4.711 -0.03 -0.04 -0.05
C 0.389 -1.083 3.317 0.08 0.10 -0.07
O -0.780 -1.132 2.766 0.10 0.32 -0.34
O 1.341 -0.618 2.644 -0.28 0.12 0.03
H 0.500 -2.672 4.703 -0.01 0.04 -0.01
H -0.241 -1.206 5.343 0.01 -0.02 -0.02
H 1.533 -1.278 5.094 0.00 -0.01 0.01
```
Positions in Å, forces in eV/Å.

* relative energy (zero: lowest compared OMol25 entry of this formula, charge and spin): 33.7 kcal/mol
* largest force on an atom: 0.97 eV Å⁻¹
* multiplicity: 5
* frontier orbital gap (alpha / beta): 7.58 / 5.21 eV
* highest occupied orbital energy (alpha / beta): -11.2 / -11.2 eV
* total charge: +1

---

| no. | DFT total energy (Ha) |
| --- | --- |
| 1 | -3160.476808 |
| 2 | -1837.154084 |